# 1
C10H13NSSi | ωB97M-V/def2-TZVPD

The geometry in XYZ format:
```
26
Properties=species:S:1:pos:R:3
C 4.749 -0.968 -0.006
H 5.873 -1.281 -0.093
C 2.588 2.902 -0.063
H -3.730 0.984 0.130
C 2.903 0.391 0.085
H -0.214 2.869 0.144
Si -1.096 0.424 0.437
C -1.382 -1.014 1.680
H 4.847 1.172 -0.137
H 0.174 -0.709 -1.543
H -2.695 2.345 -0.115
H 3.709 -2.956 0.220
N 2.734 4.059 -0.063
H -1.251 0.299 -1.946
C 3.697 -1.919 -0.033
H -2.136 -1.552 1.206
C 2.239 1.573 0.027
H -2.739 1.789 1.610
H -1.550 -1.481 -1.526
H -1.457 -0.782 2.790
C -0.019 1.912 0.705
C -2.803 1.435 0.481
C 4.320 0.342 0.074
H -0.523 -1.776 1.660
C -0.965 -0.527 -1.296
S 2.162 -1.218 0.121
```

Computed properties:
energy relative to the best compared isomer or geometry (same formula, charge and spin)	643.26	kJ/mol
HOMO-LUMO gap (alpha / beta)	5.12 / 5.04	eV
total charge	0
highest occupied orbital energy (alpha / beta)	-7.60 / -7.54	eV

---

# 2
C10H13O2 | ωB97M-V/def2-TZVPD

The geometry in XYZ format:
```
25
Properties=species:S:1:pos:R:3
H 4.388 -0.285 -1.077
H 0.930 -1.359 -1.134
O -4.229 0.798 1.310
C -2.192 -0.450 1.216
H 3.215 -1.665 -1.152
C 3.470 -0.713 -0.685
H 3.382 1.988 -0.059
C 2.296 0.245 -0.752
C -0.093 0.519 -1.113
C 2.416 1.555 -0.296
H -2.178 -2.587 1.205
H 1.257 3.362 0.076
C 1.038 -0.293 -0.987
C 1.295 2.378 -0.365
H -0.844 -1.903 0.211
C -1.874 -1.774 0.547
C -3.724 -0.326 1.504
H -2.519 -1.837 -0.323
H -1.977 0.457 0.655
O -4.293 -1.374 1.897
H -1.695 -0.313 2.178
H -0.743 2.540 -0.956
H 3.645 -1.010 0.351
H -1.075 0.178 -1.404
C 0.102 1.869 -0.846
```

Computed properties:
energy relative to the best compared isomer or geometry (same formula, charge and spin)	50.03	kJ/mol
HOMO-LUMO gap	6.82	eV
total charge	-1
highest occupied orbital energy	-3.86	eV

---

# 3
C10H13O2S | ωB97M-V/def2-TZVPD

The geometry in XYZ format:
```
26
Properties=species:S:1:pos:R:3
H 0.352 2.660 1.855
H 1.119 1.896 -3.272
H 0.305 -1.948 3.508
H -0.983 3.967 1.196
C -0.493 -2.055 -0.288
C 0.681 -1.152 1.675
H -0.716 1.956 -3.231
H -1.483 -3.581 2.620
C -0.486 2.960 1.188
C -0.021 -2.000 2.527
H -2.084 -3.430 0.093
C -1.267 -2.892 0.598
H 2.076 0.020 -0.321
H -0.841 -2.046 -1.316
C -0.976 -2.880 2.027
O -1.157 0.857 -0.719
S 0.187 1.014 -1.243
C 0.541 -1.222 0.280
C 0.178 1.319 -3.023
H -1.182 2.057 1.110
H 1.477 -0.552 2.082
C 0.657 2.757 -0.432
C 1.175 -0.465 -0.709
H 0.149 0.347 -3.600
O 1.507 3.400 -0.888
H 1.285 -0.986 -1.716
```

Computed properties:
energy relative to the best compared isomer or geometry (same formula, charge and spin)	189.40	kJ/mol
HOMO-LUMO gap	8.39	eV
total charge	+1
highest occupied orbital energy	-12.71	eV

---

# 4
C10H13O3 | ωB97M-V/def2-TZVPD

The geometry in XYZ format:
```
26
Properties=species:S:1:pos:R:3
O -0.717 -0.418 2.691
H -0.772 -1.646 -3.265
H -2.871 -1.837 1.749
O 2.840 0.612 1.437
C -1.126 -1.753 -1.200
H 0.145 0.429 2.561
H -1.285 -3.066 -2.811
C 0.110 -1.601 -0.669
C 2.219 2.803 0.606
C 0.237 -1.279 0.672
C -2.261 -1.863 -0.373
H -2.514 -1.772 -2.927
C -0.847 -1.141 1.559
H 1.457 2.768 -1.407
H 0.906 -1.594 -1.437
C 1.947 1.474 1.470
H 0.146 2.174 -0.272
C -2.093 -1.766 0.999
C 0.989 2.804 -0.461
C -1.561 -2.037 -2.609
O 0.841 1.486 2.041
H 0.494 3.752 -0.193
H 1.257 -0.934 1.171
H -3.209 -2.163 -0.772
H 2.369 3.687 1.423
H 3.297 2.880 0.018
```

Computed properties:
energy relative to the best compared isomer or geometry (same formula, charge and spin)	282.74	kJ/mol
HOMO-LUMO gap	7.48	eV
total charge	-1
highest occupied orbital energy	-4.05	eV

---

# 5
C10H14AlF7O4PS | ωB97M-V/def2-TZVPD

The geometry in XYZ format:
```
38
Properties=species:S:1:pos:R:3
H -3.446 0.147 2.167
H -1.672 -2.101 -0.238
F 3.569 2.192 2.121
C -3.654 1.235 1.769
C -3.837 1.148 0.128
O 0.670 1.212 2.740
P 0.175 -0.361 0.222
H -0.119 -2.396 -1.351
H 0.922 -0.010 -0.960
C 3.854 1.036 -0.085
H -2.142 1.347 -1.650
O 0.835 2.592 0.657
H 1.809 -3.738 1.680
O -4.382 2.160 -0.554
H -1.066 0.380 0.483
F 3.077 -0.092 -2.337
O -3.421 -0.116 -0.561
C 3.759 -0.299 -1.014
H -3.475 0.409 -2.640
F 3.486 -0.183 2.224
F 3.180 -1.499 -0.378
C 0.898 -3.149 1.181
Al -3.958 2.176 -2.497
C -0.839 -1.570 -0.880
F 5.180 -0.669 -1.375
H -2.728 1.922 2.044
H -4.658 1.607 2.284
C 3.083 0.982 1.353
F 5.307 1.298 0.200
C 0.635 -1.709 1.494
C -1.476 -0.767 -2.191
S 1.212 1.198 1.259
F 3.386 2.217 -0.888
H 0.222 -3.786 0.451
H 0.772 -1.396 2.632
H -0.642 -0.112 -2.737
H -1.837 -1.596 -2.964
C -2.677 0.290 -1.790
```

Computed properties:
HOMO-LUMO gap	2.36	eV
total charge	+3
highest occupied orbital energy	-18.75	eV

---

# 6
C10H14B2F4MnN6 | ωB97M-V/def2-TZVPD

The geometry in XYZ format:
```
37
Properties=species:S:1:pos:R:3
H -1.264 1.347 0.136
N -1.520 -0.622 -0.939
H -0.247 -3.287 1.189
C 0.809 3.636 0.409
H 1.970 -2.263 1.285
N 0.342 1.947 -0.975
H 3.059 -0.527 -2.560
C -2.725 -1.097 -1.387
C 3.053 -1.715 -0.626
H -2.048 -2.992 0.961
H -3.414 -1.585 -0.720
Mn -0.864 -0.848 0.720
H -3.668 -1.061 -3.390
N -0.345 1.764 0.204
N -0.900 -0.006 -2.046
C -0.025 2.753 1.077
B 0.010 0.174 4.186
H -1.341 0.216 -4.081
C -1.684 -0.153 -3.124
F 1.284 -0.349 4.367
H -0.282 2.681 2.122
H -1.194 -2.515 2.500
F -0.284 0.072 2.642
C -2.846 -0.816 -2.747
H 3.942 -2.320 -0.637
C 1.018 3.101 -0.871
C 2.629 -0.815 -1.608
N 1.060 -0.863 -0.016
F -0.076 1.545 4.439
F -0.982 -0.571 4.809
C 2.053 -1.703 0.362
N 1.436 -0.313 -1.232
H 0.903 1.064 -2.983
B 0.479 0.711 -1.923
C -1.103 -2.647 1.410
H 1.543 3.500 -1.733
H 1.221 4.559 0.781
```

Computed properties:
expectation value of S²	4.24
spin multiplicity	4
HOMO-LUMO gap (alpha / beta)	5.23 / 7.52	eV
total charge	+2
highest occupied orbital energy (alpha / beta)	-17.22 / -17.29	eV

---

Number 1: E -30775.8327 eV. Number 2: E -14677.0875 eV. Number 3: E -25499.8813 eV. Number 4: E -16722.8549 eV. Number 5: E -64481.0522 eV. Number 6: E -63067.4925 eV.